Formula: C56H45IN2O4P3TeTl
Source: OMol25
Level of theory: the ωB97M-V functional and the def2-TZVPD basis

```
113
Properties=species:S:1:pos:R:3:mulliken_charge:R:1
Tl 0.461 0.921 -0.601 1.838
Te -2.087 0.111 4.569 0.221
C -3.072 1.452 5.921 0.058
C -4.456 1.594 5.945 -0.245
C -5.038 2.431 6.886 -0.407
N -4.349 3.108 7.802 -0.680
C -3.023 2.973 7.773 -0.506
C -2.349 2.176 6.864 -0.190
C -1.485 1.700 3.216 -1.338
P 0.278 1.356 2.808 1.287
C 0.782 2.992 2.098 0.399
C -0.042 4.108 2.020 -0.330
C 0.399 5.268 1.397 -0.832
C 1.668 5.322 0.841 -0.749
C 2.505 4.215 0.924 -0.526
C 2.066 3.058 1.548 -0.642
C 1.053 1.672 4.458 0.558
C 1.988 0.775 4.965 -0.436
C 2.583 1.008 6.199 -0.514
C 2.255 2.141 6.928 -0.528
C 1.326 3.043 6.422 -0.636
C 0.725 2.806 5.196 -0.646
P -2.185 1.599 1.520 1.401
C -3.512 0.332 1.475 0.861
C -3.107 -0.999 1.613 -0.588
C -3.998 -2.048 1.497 -0.594
C -5.339 -1.790 1.241 -0.658
C -5.759 -0.478 1.099 -0.869
C -4.856 0.575 1.201 -0.922
C -3.251 3.112 1.560 -0.034
C -3.168 4.044 0.530 -0.416
C -3.956 5.188 0.540 -0.802
C -4.832 5.412 1.591 -0.656
C -4.888 4.511 2.648 -0.323
C -4.097 3.373 2.635 -0.253
H -5.075 1.057 5.236 0.402
H -6.115 2.567 6.921 0.363
H -2.483 3.532 8.532 0.368
H -1.269 2.112 6.882 0.452
H -1.032 4.065 2.455 0.552
H -0.255 6.132 1.345 0.420
H 2.006 6.222 0.340 0.342
H 3.495 4.252 0.485 0.457
H 2.718 2.192 1.618 0.390
H 2.251 -0.093 4.374 0.297
H 3.311 0.306 6.593 0.424
H 2.725 2.325 7.887 0.345
H 1.073 3.933 6.988 0.404
H -0.011 3.498 4.804 0.383
H -2.058 -1.199 1.794 0.163
H -3.647 -3.069 1.596 0.446
H -6.044 -2.606 1.144 0.363
H -6.805 -0.266 0.903 0.403
H -5.206 1.591 1.070 0.475
H -2.458 3.879 -0.272 0.391
H -3.887 5.902 -0.272 0.437
H -5.464 6.293 1.592 0.334
H -5.549 4.698 3.487 0.427
H -4.121 2.679 3.465 0.074
O -1.049 -1.694 -3.655 -0.745
C 0.050 -1.171 -3.398 -0.085
O 0.247 0.009 -2.975 -0.749
C 1.288 -1.998 -3.684 0.649
C 1.391 -2.563 -4.955 -0.600
C 2.496 -3.313 -5.314 -0.642
C 3.512 -3.504 -4.387 -0.878
C 3.404 -2.942 -3.126 -0.495
C 2.296 -2.185 -2.735 -0.001
P 2.228 -1.527 -0.823 1.409
C 3.679 -0.478 -1.326 1.420
C 3.390 0.515 -2.267 -0.584
C 4.364 1.406 -2.689 -1.068
C 5.652 1.325 -2.179 -0.709
C 5.959 0.318 -1.278 -0.687
C 4.986 -0.579 -0.860 -0.188
C 2.572 -3.280 -0.324 0.006
C 1.680 -4.258 -0.771 -0.390
C 1.789 -5.571 -0.350 -0.601
C 2.818 -5.941 0.510 -0.563
C 3.721 -4.986 0.946 -0.889
C 3.587 -3.660 0.549 -0.129
H 0.578 -2.404 -5.655 0.462
H 2.570 -3.758 -6.301 0.341
H 4.385 -4.094 -4.648 0.384
H 4.202 -3.105 -2.406 0.289
H 2.396 0.561 -2.699 0.308
H 4.115 2.173 -3.414 0.456
H 6.409 2.039 -2.483 0.323
H 6.967 0.245 -0.883 0.399
H 5.251 -1.345 -0.145 0.123
H 0.891 -3.967 -1.456 0.280
H 1.072 -6.314 -0.680 0.389
H 2.904 -6.969 0.844 0.345
H 4.529 -5.275 1.609 0.393
H 4.275 -2.916 0.928 0.223
I -5.006 2.579 -2.945 -0.007
C -3.915 0.883 -2.340 -0.900
C -4.419 -0.388 -2.578 -0.400
C -3.688 -1.459 -2.122 -1.163
C -2.477 -1.220 -1.474 -0.297
N -2.026 -0.003 -1.226 1.212
C -2.722 1.038 -1.675 -0.099
H -5.349 -0.529 -3.112 0.410
H -4.020 -2.473 -2.293 0.459
H -1.897 -2.037 -1.066 0.380
H -2.303 2.017 -1.471 0.337
C 0.739 -2.239 1.937 -0.450
O 1.921 -1.519 2.215 -0.140
C 2.691 -1.043 1.166 -0.004
O 3.530 -0.234 1.509 -0.583
H 0.941 -3.273 1.646 0.267
H 0.165 -1.752 1.144 -0.038
H 0.150 -2.238 2.858 0.411
```

Values from the calculation:
lowest unoccupied orbital energy = 3.4 eV
HOMO level = -1.692 eV
energy = -117925.73146 eV
total charge = -2

***

Formula: C56H47AsF9O3PSTcTe4
Source: OMol25
Level of theory: the ωB97M-V functional and the def2-TZVPD basis

```
123
Properties=species:S:1:pos:R:3:mulliken_charge:R:1
Tc -0.854 0.351 2.127 -2.992
Te -3.248 0.090 3.434 0.991
Te -2.100 -0.028 5.875 -0.600
Te 1.429 3.004 5.540 -0.574
Te -0.396 1.658 4.255 0.239
F -3.442 3.493 2.940 -0.220
C -3.693 3.459 1.624 0.126
F -4.271 4.638 1.299 -0.281
F -4.637 2.520 1.432 -0.180
C -2.389 3.125 0.813 0.575
O -1.986 1.894 1.097 1.229
C -2.745 3.165 -0.717 0.148
F -3.718 2.284 -0.990 -0.203
F -3.183 4.371 -1.168 -0.322
F -1.688 2.835 -1.465 -0.114
C -1.360 4.274 1.095 -0.089
F -0.912 4.233 2.352 -0.272
F -1.864 5.511 0.889 -0.286
F -0.285 4.182 0.290 -0.289
C -6.756 -2.623 -0.013 -0.569
C -6.329 -1.305 0.252 -0.633
C -5.422 -1.055 1.238 -0.374
C -4.892 -2.112 2.021 0.313
C -3.941 -1.902 3.053 0.868
C -3.432 -2.953 3.761 -0.497
C -3.854 -4.270 3.480 -0.897
C -4.773 -4.505 2.500 -0.977
C -5.314 -3.430 1.753 1.226
C -6.257 -3.657 0.722 -0.760
H -7.459 -2.812 -0.814 0.386
H -6.712 -0.485 -0.343 0.406
H -5.085 -0.043 1.420 -0.102
H -2.691 -2.777 4.531 0.148
H -3.426 -5.091 4.043 0.389
H -5.093 -5.515 2.267 0.327
H -6.559 -4.679 0.517 0.354
S -0.362 -1.778 3.036 0.537
C 1.340 -2.168 3.293 0.109
C 1.955 -3.235 2.643 -0.534
C 3.241 -3.622 2.973 -0.563
C 3.954 -2.948 3.954 -0.699
C 3.353 -1.879 4.612 -0.328
C 2.058 -1.506 4.291 -0.347
H 1.404 -3.756 1.869 0.348
H 3.701 -4.450 2.444 0.394
H 4.965 -3.247 4.204 0.336
H 3.886 -1.342 5.388 0.407
H 1.575 -0.693 4.824 0.183
C 1.114 1.425 -0.767 -1.503
C 2.453 1.592 -1.494 -0.173
As 2.827 3.453 -2.037 0.607
C 2.352 3.304 -3.932 0.148
C 2.857 2.313 -4.773 0.001
C 2.441 2.222 -6.090 -0.821
C 1.504 3.120 -6.587 -0.388
C 0.991 4.105 -5.761 -0.574
C 1.417 4.197 -4.441 -0.593
C 4.775 3.289 -2.160 0.014
C 5.448 2.918 -0.994 0.388
C 6.831 2.843 -0.972 -0.896
C 7.565 3.145 -2.111 -0.454
C 6.906 3.530 -3.267 -0.618
C 5.519 3.603 -3.291 -0.403
P 1.221 0.734 0.938 2.865
C 2.453 1.825 1.751 1.840
C 2.542 3.168 1.389 -0.589
C 3.479 4.009 1.970 -1.169
C 4.346 3.521 2.934 -1.007
C 4.229 2.202 3.346 -0.694
C 3.280 1.370 2.774 -0.678
C 2.271 -0.715 0.445 0.593
C 3.637 -0.868 0.647 -0.305
C 4.321 -1.942 0.094 -0.973
C 3.651 -2.884 -0.670 -0.870
C 2.284 -2.747 -0.867 -0.596
C 1.601 -1.678 -0.314 -0.103
H 0.465 0.692 -1.248 0.612
H 0.523 2.339 -0.758 0.557
H 2.486 1.001 -2.412 0.808
H 3.295 1.255 -0.893 0.057
H 3.581 1.602 -4.392 0.455
H 2.838 1.442 -6.729 0.375
H 1.169 3.043 -7.614 0.358
H 0.250 4.800 -6.135 0.379
H 1.002 4.964 -3.797 0.338
H 4.892 2.693 -0.090 0.009
H 7.333 2.548 -0.059 0.422
H 8.646 3.081 -2.095 0.350
H 7.471 3.773 -4.160 0.377
H 5.019 3.905 -4.203 0.406
H 1.869 3.572 0.650 0.543
H 3.526 5.047 1.664 0.429
H 5.077 4.174 3.391 0.392
H 4.854 1.821 4.143 0.426
H 3.186 0.355 3.131 0.202
H 4.203 -0.141 1.215 0.291
H 5.385 -2.036 0.272 0.413
H 4.188 -3.722 -1.099 0.316
H 1.738 -3.474 -1.458 0.454
H 0.537 -1.573 -0.482 -0.525
C -5.278 -5.244 -2.895 -1.471
C -4.416 -4.158 -2.318 0.888
C -4.533 -2.847 -2.739 -1.422
C -3.765 -1.828 -2.181 1.124
C -3.982 -0.422 -2.665 -1.573
C -2.856 -2.130 -1.163 0.866
C -2.724 -3.455 -0.722 1.178
C -1.724 -3.847 0.328 -1.118
C -3.502 -4.441 -1.312 -0.956
C -1.937 -1.039 -0.614 -1.010
O -1.169 -0.479 -1.407 -0.924
O -2.019 -0.852 0.640 2.057
H -5.889 -4.870 -3.718 0.390
H -5.954 -5.654 -2.139 0.264
H -4.677 -6.074 -3.274 0.347
H -5.249 -2.599 -3.518 0.221
H -4.362 -0.427 -3.689 0.471
H -3.068 0.164 -2.622 0.136
H -4.718 0.084 -2.037 0.168
H -0.714 -3.872 -0.095 0.233
H -1.955 -4.843 0.709 0.419
H -1.696 -3.142 1.153 -0.424
H -3.396 -5.465 -0.962 0.304
```

Values from the calculation:
⟨S²⟩ = 0.81
lowest unoccupied orbital energy (spin up / spin down) = 3.7 / 3.6 eV
spin multiplicity = 2
HOMO level (spin up / spin down) = -1.561 / -1.662 eV
energy = -201775.73363 eV
total charge = -2

***

Formula: C56H47FN2O7P2S2SiV
Source: OMol25
Level of theory: the ωB97M-V functional and the def2-TZVPD basis

```
119
Properties=species:S:1:pos:R:3:mulliken_charge:R:1
V 0.453 0.099 -0.409 0.772
C -2.283 -0.890 2.411 -1.356
Si -1.128 -1.477 0.989 1.747
C -2.197 -2.593 -0.111 0.979
C -3.284 -3.255 0.400 0.070
C -4.000 -4.150 -0.374 -1.194
C -3.540 -4.414 -1.664 -1.099
C -2.466 -3.756 -2.224 -0.285
C -1.822 -2.794 -1.430 0.109
P -0.376 -1.831 -1.868 2.235
C -0.585 -1.732 -3.748 -0.148
C -1.856 -1.442 -4.282 -0.371
C -1.984 -1.317 -5.656 -0.863
C -0.839 -1.376 -6.484 -0.663
C 0.420 -1.513 -5.947 -0.677
C 0.532 -1.676 -4.563 -0.142
C 0.696 -3.346 -1.734 -0.123
C 0.569 -4.351 -2.710 -0.814
C 1.287 -5.569 -2.640 -1.406
C 2.207 -5.742 -1.617 -0.693
C 2.345 -4.762 -0.612 -0.649
C 1.569 -3.635 -0.676 0.818
C -0.137 -2.699 2.083 0.733
C -0.600 -3.958 2.505 -0.847
C 0.025 -4.674 3.529 -0.796
C 1.032 -4.097 4.287 -1.057
C 1.533 -2.885 3.805 0.533
C 0.940 -2.202 2.759 -1.351
P 1.594 -0.595 2.169 2.981
C 1.669 0.376 3.742 0.474
C 2.699 1.257 3.961 -0.546
C 2.745 2.046 5.134 -0.796
C 1.747 1.935 6.044 -0.542
C 0.679 1.071 5.830 -0.989
C 0.647 0.272 4.682 -0.320
C 3.379 -0.987 1.829 1.054
C 3.807 -2.318 1.717 -1.062
C 5.046 -2.547 1.129 -0.756
C 5.842 -1.557 0.589 -0.742
C 5.350 -0.254 0.606 -0.838
C 4.171 -0.033 1.248 -0.653
H -2.636 -1.866 2.859 0.344
H -3.120 -0.273 2.126 0.419
H -1.758 -0.440 3.253 0.168
H -3.573 -3.187 1.413 0.430
H -4.804 -4.743 0.067 0.395
H -4.106 -5.099 -2.214 0.473
H -2.202 -3.978 -3.240 0.375
H -2.697 -1.306 -3.646 0.729
H -2.943 -0.962 -6.072 0.286
H -0.886 -1.171 -7.522 0.377
H 1.322 -1.424 -6.533 0.395
H 1.503 -1.795 -4.128 0.394
H -0.055 -4.273 -3.534 0.489
H 1.153 -6.300 -3.381 0.534
H 2.831 -6.625 -1.621 0.366
H 3.113 -4.867 0.186 0.238
H 1.726 -2.847 0.067 -0.253
H -1.310 -4.436 1.899 0.509
H -0.296 -5.712 3.775 0.304
H 1.573 -4.598 5.049 0.425
H 2.432 -2.488 4.273 0.428
H 3.548 1.386 3.336 0.314
H 3.611 2.700 5.259 0.422
H 1.729 2.599 6.925 0.307
H -0.099 0.895 6.564 0.424
H -0.121 -0.434 4.548 0.235
H 3.198 -3.187 2.026 0.338
H 5.326 -3.575 1.000 0.307
H 6.754 -1.875 0.060 0.318
H 5.850 0.523 0.042 0.488
H 3.810 0.983 1.107 0.300
C -1.151 7.394 -2.408 -1.533
C -0.545 6.052 -2.676 0.964
C -0.155 5.648 -3.912 -0.773
C 0.244 4.342 -4.142 -0.708
C 0.253 3.370 -3.167 -0.396
C -0.234 3.752 -1.943 0.010
C -0.566 5.080 -1.678 -1.111
S 0.402 1.584 -3.576 1.477
O -0.984 1.279 -3.891 -0.625
O 1.334 1.489 -4.675 -0.825
N 1.019 0.833 -2.328 0.026
C 2.438 1.277 -2.232 -1.303
C 2.780 1.635 -0.753 0.607
O 3.899 2.160 -0.518 -0.865
O 1.896 1.457 0.129 -0.578
H -1.075 7.729 -1.382 0.390
H -2.203 7.339 -2.684 0.273
H -0.680 8.181 -3.076 0.327
H -0.135 6.305 -4.799 0.267
H 0.553 4.057 -5.153 0.400
H -0.471 3.051 -1.170 0.149
H -0.941 5.258 -0.686 0.533
H 2.589 2.232 -2.741 0.695
H 3.148 0.492 -2.573 0.101
F 2.006 -0.987 -0.676 -1.006
N -4.022 5.626 6.567 -0.652
C -3.527 5.080 5.690 0.037
C -2.870 4.512 4.574 0.274
C -3.539 3.749 3.675 -0.423
C -2.909 2.990 2.707 -0.105
C -1.521 3.025 2.583 -0.934
C -0.797 3.882 3.412 -0.699
C -1.476 4.539 4.428 -0.501
C -0.885 2.084 1.763 0.876
C -0.465 1.289 0.953 0.497
H -4.640 3.809 3.701 0.369
H -3.528 2.433 1.973 0.351
H 0.255 3.893 3.226 0.570
H -0.817 5.092 5.126 0.323
C -3.845 1.355 -2.516 -0.927
S -2.998 0.853 -1.061 1.791
O -3.138 2.027 -0.210 -0.698
O -3.728 -0.316 -0.650 -0.767
O -1.597 0.550 -1.347 -0.668
H -4.919 1.509 -2.258 0.388
H -3.828 0.515 -3.266 0.171
H -3.389 2.238 -3.001 0.226
```

Values from the calculation:
⟨S²⟩ = 0.90
lowest unoccupied orbital energy (spin up / spin down) = 4.1 / 4.1 eV
spin multiplicity = 2
HOMO level (spin up / spin down) = -3.195 / -2.642 eV
energy = -152680.19989 eV
total charge = -2

***

Formula: C56H48BrN7O7P2RuS2
Source: OMol25
Level of theory: the ωB97M-V functional and the def2-TZVPD basis

```
124
Properties=species:S:1:pos:R:3:mulliken_charge:R:1
Ru -0.264 -0.067 0.065 1.993
C -5.724 5.953 0.929 -0.719
S -4.740 6.370 -0.527 -0.083
C -3.112 6.657 0.240 -1.172
C -2.112 5.517 0.043 0.592
C -2.664 4.200 0.581 -1.155
N -1.863 2.979 0.299 0.313
P -0.596 2.414 1.285 1.377
C 0.334 3.949 1.676 0.856
C 0.225 4.610 2.898 -0.463
C 0.872 5.823 3.097 -0.848
C 1.644 6.385 2.091 -0.608
C 1.760 5.735 0.869 -0.931
C 1.108 4.531 0.667 0.024
C -1.267 1.978 2.915 1.144
C -2.611 2.032 3.257 -0.585
C -3.017 1.699 4.546 -0.713
C -2.086 1.293 5.488 -0.807
C -0.737 1.216 5.145 -0.934
C -0.330 1.560 3.869 -1.089
P -1.959 2.103 -1.162 1.574
C -1.874 3.334 -2.506 0.252
C -3.009 4.022 -2.941 -0.597
C -2.897 4.998 -3.919 -0.772
C -1.660 5.293 -4.478 -0.638
C -0.528 4.606 -4.061 -0.705
C -0.639 3.627 -3.084 -0.280
C -3.659 1.500 -1.324 0.314
C -4.026 0.943 -2.555 -0.910
C -5.241 0.291 -2.698 -1.017
C -6.107 0.198 -1.612 -0.620
C -5.753 0.752 -0.389 -1.106
C -4.525 1.386 -0.239 0.029
H -6.747 5.813 0.584 0.382
H -5.702 6.770 1.648 0.310
H -5.376 5.031 1.399 0.100
H -3.275 6.865 1.301 0.490
H -2.723 7.563 -0.221 0.519
H -1.188 5.772 0.564 -0.223
H -1.879 5.435 -1.018 0.057
H -3.658 4.042 0.158 0.166
H -2.770 4.295 1.664 0.618
H -0.369 4.196 3.701 0.414
H 0.769 6.331 4.049 0.453
H 2.152 7.326 2.258 0.417
H 2.351 6.172 0.072 0.451
H 1.169 4.069 -0.309 0.147
H -3.352 2.318 2.522 -0.088
H -4.067 1.753 4.808 0.457
H -2.406 1.040 6.491 0.416
H -0.007 0.894 5.877 0.533
H 0.722 1.516 3.605 0.643
H -3.977 3.818 -2.503 0.572
H -3.782 5.532 -4.243 0.455
H -1.582 6.050 -5.248 0.419
H 0.436 4.828 -4.502 0.469
H 0.242 3.077 -2.781 0.312
H -3.357 1.022 -3.406 0.633
H -5.511 -0.152 -3.650 0.541
H -7.056 -0.311 -1.726 0.510
H -6.429 0.682 0.456 0.479
H -4.239 1.784 0.729 0.097
Br -3.691 -0.980 2.811 0.059
C -1.926 -1.600 3.148 0.068
C -1.812 -2.484 4.211 -1.035
C -0.554 -2.936 4.558 -0.921
C 0.536 -2.457 3.853 -1.028
C 0.322 -1.571 2.819 0.980
N -0.903 -1.150 2.431 1.005
C 1.556 -0.987 2.144 -0.369
O 2.636 -1.476 2.361 -0.686
O 1.318 0.074 1.402 -0.621
H -2.697 -2.799 4.746 0.585
H -0.427 -3.631 5.378 0.533
H 1.553 -2.742 4.081 0.638
O -1.637 -7.771 1.894 -0.484
C -0.464 -7.526 1.281 0.549
O 0.345 -8.395 1.162 -0.527
C -0.202 -6.127 0.777 1.153
C 1.058 -5.891 0.236 -1.144
C 1.410 -4.637 -0.222 -0.885
C 0.499 -3.584 -0.150 -0.039
C -0.754 -3.815 0.398 0.382
C -1.107 -5.077 0.846 -1.361
N 0.802 -2.258 -0.590 1.411
C 1.677 -2.071 -1.475 -0.601
C 2.097 -0.720 -1.883 0.474
C 3.195 -0.559 -2.701 -1.137
C 3.673 0.719 -2.950 -0.736
C 3.045 1.794 -2.355 -0.931
C 1.925 1.552 -1.578 0.297
N 1.434 0.333 -1.378 0.816
H -2.206 -6.995 1.915 0.301
H 1.758 -6.714 0.190 0.495
H 2.416 -4.478 -0.592 0.590
H -1.470 -3.009 0.453 0.166
H -2.108 -5.207 1.240 0.159
H 2.173 -2.906 -1.969 0.522
H 3.683 -1.432 -3.115 0.554
H 4.539 0.869 -3.581 0.451
H 3.410 2.803 -2.487 0.540
H 1.394 2.347 -1.087 -0.559
O -3.824 -4.378 -6.747 -0.668
S -5.261 -4.376 -6.541 1.195
O -5.965 -5.525 -7.054 -0.653
O -5.898 -3.084 -6.790 -0.666
C -5.462 -4.408 -4.731 -0.079
N -6.580 -4.917 -4.169 -0.463
C -6.752 -4.682 -2.876 -0.510
C -5.858 -3.933 -2.117 -0.481
C -4.736 -3.484 -2.775 0.223
N -4.522 -3.731 -4.053 -0.252
C -3.685 -2.629 -2.183 1.267
C -3.781 -2.028 -0.935 -1.069
C -2.785 -1.163 -0.553 -0.701
N -1.682 -0.927 -1.276 2.068
C -1.581 -1.522 -2.477 -1.138
C -2.562 -2.343 -2.966 -1.473
H -7.653 -5.094 -2.430 0.432
H -6.055 -3.724 -1.070 0.481
H -4.642 -2.165 -0.294 0.353
H -2.870 -0.597 0.362 -0.248
H -0.698 -1.289 -3.059 0.436
H -2.501 -2.773 -3.960 0.821
```

Values from the calculation:
⟨S²⟩ = 8.76
lowest unoccupied orbital energy (spin up / spin down) = -4.4 / -5.7 eV
spin multiplicity = 6
HOMO level (spin up / spin down) = -8.834 / -8.834 eV
energy = -196479.32197 eV
total charge = +1

***

- Look up the total charge of the third one.
  -2